Entry 1:
28
Properties=species:S:1:pos:R:3:forces:R:3:nbo_charge:R:1 method="wB97M-V/def2-TZVPD" e_above_lowest_kcal_mol=21.9 orbital_gap_ev=9.411 total_charge=+1
C -0.5938 -0.9413 -1.4504 0.519 1.596 -1.740 -0.241
C -0.6884 0.5768 -1.7322 -0.009 0.528 0.678 -0.450
C 0.1053 1.5043 -0.7900 -0.015 -0.739 -0.490 -0.092
C 1.4374 1.4775 -0.7457 -0.362 0.227 0.263 -0.130
C 2.3457 0.6309 -1.5469 0.951 -1.665 0.941 -0.667
C -1.3061 1.9733 1.1932 0.509 -1.286 0.858 -0.386
C -0.6380 2.3933 0.1260 -1.025 0.057 0.633 -0.188
N -1.3019 -1.3643 -0.2272 -0.117 0.595 0.490 -0.715
H 0.4106 -1.3108 -1.3795 0.555 0.051 0.318 0.223
H -0.9414 -1.3034 -2.4283 -0.725 -1.031 0.942 0.245
H -1.7531 0.8248 -1.7034 -0.045 0.123 0.237 0.224
H -0.4525 0.7795 -2.7815 0.387 -0.282 0.128 0.252
H 1.8966 2.0677 0.0454 0.130 0.165 -0.297 0.213
H 1.8777 -0.0328 -2.2858 0.178 0.847 -0.313 0.211
H 3.2822 1.1115 -1.8579 -0.632 0.197 -0.488 0.254
H 2.7677 -0.1252 -0.8430 -0.181 0.288 -0.089 0.227
H -1.2593 0.9368 1.5653 0.156 0.071 -0.567 0.142
H -1.7990 2.5260 1.9701 -0.271 0.953 -0.362 0.221
H -0.7278 3.4479 -0.0858 0.286 0.240 -0.294 0.229
H -0.8837 -2.2707 0.1406 -0.830 0.154 0.032 0.486
H -1.1309 -0.7256 0.5699 0.724 0.067 -0.482 0.443
H -2.3110 -1.2378 -0.3043 -0.130 -0.949 -0.316 0.433
H 0.6379 -2.6792 1.7781 -0.108 0.006 -0.098 0.520
H -0.4939 -3.7860 1.7693 0.517 0.250 -0.258 0.501
O 0.0108 -3.1628 1.2161 -0.406 -0.681 0.090 -0.969
H 0.1643 -1.4063 3.3583 0.212 0.625 0.377 0.491
H 1.0448 -0.1704 2.8882 0.238 0.445 0.624 0.507
O 0.6144 -0.9742 2.6248 -0.509 -0.853 -0.817 -0.983


Entry 2:
32
Properties=species:S:1:pos:R:3:forces:R:3:nbo_charge:R:1 method="wB97M-V/def2-TZVPD" e_above_lowest_kcal_mol=108.8 smiles="CCP(C)[C@@H]1CO[C@@H](P(=O)(O)O)C[NH2+]1" orbital_gap_ev=8.572 total_charge=+1
C -2.4701 -0.7090 -2.9155 -0.466 -0.272 -0.369 -0.642
C -2.4778 0.6677 -2.0067 -0.325 -0.235 -0.472 -0.720
P -0.6278 1.1355 -1.7330 -0.070 0.287 -1.486 0.754
C -0.6186 3.0706 -1.5157 0.215 0.508 1.748 -0.945
C 0.0866 0.3139 -0.1548 0.783 -0.266 -0.358 -0.391
C -0.2927 -1.2710 0.0219 -0.120 -0.660 -1.918 -0.125
O -0.1202 -1.8090 1.3797 1.367 2.499 0.025 -0.513
C 0.9216 -1.1001 2.1386 -0.599 -0.021 1.709 -0.261
P 2.6612 -1.6570 1.5688 3.863 -2.577 -3.911 2.144
O 2.9109 -1.5769 0.0097 -1.538 0.531 5.034 -1.059
O 3.9813 -0.8856 2.4397 -3.141 -0.333 -1.879 -0.937
O 2.7798 -3.3791 1.9892 -0.876 3.732 -1.149 -0.933
C 0.7095 0.5351 2.1897 -0.351 0.204 2.509 -0.271
N -0.3154 1.0122 1.1410 0.973 -1.358 0.725 -0.554
H -2.0758 -1.6588 -2.3572 -0.687 1.900 -0.875 0.208
H -3.5851 -0.9609 -3.2478 2.485 0.616 0.627 0.243
H -1.7746 -0.5750 -3.8761 -1.673 -0.148 2.175 0.244
H -3.1015 0.5885 -1.0168 0.957 0.089 -2.025 0.224
H -2.9246 1.5189 -2.7118 0.984 -1.691 1.775 0.267
H 0.4478 3.4739 -1.1736 -2.139 -1.005 -0.947 0.250
H -1.3499 3.3411 -0.6236 1.193 -0.075 -2.076 0.209
H -0.9071 3.5990 -2.5299 0.453 -1.291 2.198 0.294
H 1.2687 0.4392 -0.2286 -2.494 -0.366 0.084 0.284
H 0.4004 -1.9033 -0.7082 -1.445 1.619 1.438 0.264
H -1.4272 -1.4848 -0.2798 2.471 0.613 0.876 0.230
H 0.8127 -1.4699 3.2687 0.225 0.690 -2.569 0.284
H 4.2336 -0.0454 1.9393 -0.435 -1.670 0.639 0.517
H 2.5111 -3.8362 1.1390 0.515 0.742 1.125 0.518
H 1.6996 1.1563 2.1297 -1.959 -1.255 -0.244 0.259
H 0.2041 0.7882 3.2400 1.288 -0.537 -2.229 0.253
H -0.3065 2.0571 1.0819 -0.249 -1.108 -0.062 0.457
H -1.2540 0.6248 1.4020 0.795 0.838 -0.117 0.446